[1]
Here is 9 unconnected molecules or ions with the total composition C18H11Cl32N3O2P from OMol25. Energies are from ωB97M-V/def2-TZVPD.

## Properties
Net charge ... +1

Last column: Löwdin charge in e.
Element x y z (Å)
N1 1.961 -2.517 1.430  -0.11
P1 1.448 -2.303 -0.015  0.52
O1 2.604 -2.526 -1.109  -0.18
O2 0.275 -3.340 -0.358  -0.13
C1 0.930 -0.533 -0.159  -0.17
C2 1.951 0.362 -0.362  -0.02
C3 1.702 1.730 -0.453  0.01
C4 0.390 2.174 -0.367  -0.11
C5 -0.607 1.250 -0.177  -0.26
N2 -0.340 -0.064 -0.064  0.03
C6 -1.449 -0.979 0.133  -0.22
C7 -1.613 -1.747 1.279  -0.17
C8 -2.697 -2.602 1.373  -0.21
N3 -3.686 -2.788 0.503  0.13
C9 -3.510 -1.995 -0.563  -0.15
C10 -2.466 -1.122 -0.820  0.00
H1 1.864 -1.653 1.958  -0.05
H2 2.273 -2.238 -1.978  0.10
H3 0.549 -4.171 0.073  0.11
H4 2.986 0.030 -0.420  0.14
H5 2.554 2.393 -0.585  0.14
H6 0.192 3.239 -0.437  0.08
H7 -1.645 1.646 -0.107  0.07
H8 -0.891 -1.682 2.093  0.11
H9 -2.760 -3.208 2.283  0.13
H10 -4.314 -2.064 -1.324  -0.03
H11 -2.437 -0.564 -1.752  0.08
C11 -4.076 0.699 4.033  -2.00
Cl1 -3.291 0.885 5.603  0.53
Cl2 -5.626 -0.118 4.240  0.56
Cl3 -4.340 2.291 3.304  0.52
Cl4 -3.043 -0.275 2.957  0.64
C12 3.686 -2.590 5.049  -2.04
Cl5 5.039 -3.393 4.246  0.52
Cl6 2.268 -3.645 5.019  0.52
Cl7 4.119 -2.227 6.722  0.54
Cl8 3.310 -1.079 4.200  0.50
C13 -7.416 -1.513 -2.522  -2.01
Cl9 -8.245 -2.249 -3.893  0.55
Cl10 -7.893 -2.324 -1.030  0.55
Cl11 -5.655 -1.680 -2.737  0.57
Cl12 -7.829 0.202 -2.426  0.53
C14 5.879 -3.973 -0.940  -2.03
Cl13 7.417 -4.837 -0.953  0.55
Cl14 5.645 -3.197 0.631  0.51
Cl15 5.886 -2.736 -2.213  0.46
Cl16 4.557 -5.111 -1.234  0.54
C15 0.344 2.290 4.249  -2.01
Cl17 -1.015 3.357 4.592  0.54
Cl18 1.852 3.203 4.353  0.55
Cl19 0.379 0.956 5.399  0.53
Cl20 0.179 1.619 2.605  0.60
C16 7.666 0.129 -5.245  -2.04
Cl21 9.364 -0.271 -5.504  0.54
Cl22 6.900 -1.154 -4.288  0.46
Cl23 7.545 1.663 -4.371  0.52
Cl24 6.845 0.271 -6.804  0.53
C17 -3.646 2.759 -2.664  -1.96
Cl25 -4.684 3.336 -1.361  0.57
Cl26 -3.233 4.096 -3.735  0.54
Cl27 -2.148 2.074 -1.951  0.66
Cl28 -4.476 1.501 -3.576  0.55
C18 -1.108 7.200 -1.931  -2.04
Cl29 -1.733 7.444 -3.564  0.53
Cl30 0.437 8.035 -1.757  0.54
Cl31 -2.261 7.830 -0.753  0.54
Cl32 -0.872 5.460 -1.648  0.48

=====

[2]
Here is a molecular structure, C18H11N5PtS2 from OMol25. Energies are from ωB97M-V/def2-TZVPD.

## Properties
Net charge ... 0
ΔE to the lowest compared entry with this formula, charge and spin ... 0.6640 eV

Last column: Löwdin charge in e.
Element x y z (Å)
Pt1 -0.085 -0.085 0.245  0.63
N1 2.383 2.381 0.131  0.13
C1 2.912 1.110 0.148  -0.28
C2 4.311 1.032 0.235  -0.01
C3 4.925 -0.196 0.245  -0.05
C4 4.133 -1.335 0.156  -0.05
C5 2.772 -1.175 0.064  -0.15
N2 2.153 0.021 0.064  -0.01
C6 1.113 2.911 0.147  -0.28
C7 1.036 4.310 0.232  -0.01
C8 -0.191 4.925 0.241  -0.05
C9 -1.331 4.135 0.152  -0.05
C10 -1.173 2.773 0.062  -0.15
N3 0.023 2.154 0.063  -0.01
H1 3.092 3.089 0.196  0.13
H2 4.895 1.942 0.284  0.12
H3 6.002 -0.267 0.313  0.12
H4 4.566 -2.324 0.156  0.11
H5 2.124 -2.035 -0.029  0.01
H6 1.947 4.893 0.281  0.12
H7 -0.261 6.002 0.308  0.12
H8 -2.320 4.569 0.151  0.11
H9 -2.033 2.126 -0.031  0.01
S1 -2.419 -0.209 -0.169  0.58
C11 -1.940 -0.940 -1.696  -0.70
C12 -2.513 -0.549 -2.898  -0.05
C13 -2.090 -1.099 -4.106  -0.19
C14 -2.636 -0.619 -5.334  -0.18
N4 -3.078 -0.203 -6.311  0.17
C15 -1.099 -2.093 -4.105  -0.19
C16 -0.551 -2.516 -2.896  -0.05
C17 -0.941 -1.941 -1.695  -0.70
S2 -0.212 -2.419 -0.167  0.58
C18 -0.620 -2.643 -5.332  -0.18
N5 -0.205 -3.088 -6.307  0.17
H10 -3.275 0.219 -2.894  0.12
H11 0.214 -3.280 -2.891  0.12

=====

[3]
Here is a single C18H11N7O molecule from OMol25. Energies are from ωB97M-V/def2-TZVPD.

## Properties
Net charge ... 0
ΔE to the lowest compared entry with this formula, charge and spin ... 2.2847 eV

Last column: Löwdin charge in e.
Element x y z (Å)
N1 -5.845 -0.783 1.330  0.17
C1 -4.712 -0.812 1.100  -0.18
C2 -3.377 -0.932 0.605  -0.21
C3 -2.713 -2.074 0.263  0.04
C4 -1.362 -2.009 -0.104  -0.20
O1 -0.655 -3.234 -0.340  0.01
C5 -0.254 -4.051 0.735  -0.22
C6 0.228 -5.290 0.301  0.01
C7 0.329 -6.441 1.142  -0.02
C8 0.306 -6.052 2.500  -0.14
N2 -0.030 -4.817 2.996  0.08
C9 -0.304 -3.849 2.088  -0.08
C10 -0.749 -0.760 -0.240  0.08
C11 -1.386 0.511 -0.016  -0.14
N3 -0.734 1.750 -0.312  -0.06
N4 -1.410 2.948 -0.365  0.07
N5 -0.627 3.859 -0.757  0.09
C12 0.554 3.261 -0.966  -0.33
C13 1.806 4.053 -1.209  -0.17
C14 1.728 5.329 -1.831  -0.03
C15 2.796 6.158 -1.933  -0.06
C16 3.933 5.507 -1.604  -0.11
C17 4.027 4.270 -1.190  -0.16
N6 3.008 3.448 -0.937  0.14
N7 0.545 1.997 -0.742  0.19
C18 -2.692 0.341 0.398  0.03
H1 -3.298 -2.998 0.453  0.15
H2 0.338 -5.461 -0.726  0.10
H3 0.328 -7.441 0.778  0.09
H4 0.649 -6.783 3.193  0.09
H5 -0.516 -2.944 2.466  0.08
H6 0.245 -0.780 -0.619  0.11
H7 0.757 5.729 -2.067  0.10
H8 2.685 7.188 -2.324  0.13
H9 4.866 6.040 -1.620  0.11
H10 4.877 3.847 -0.841  0.08
H11 -3.342 1.275 0.394  0.14

=====

[4]
Here is a molecular structure, C18H12BeClN3O4 from OMol25. Energies are from ωB97M-V/def2-TZVPD.

## Properties
Net charge ... 0

Last column: Löwdin charge in e.
Element x y z (Å)
Be1 10.694 10.501 3.069  0.22
O1 14.933 15.553 3.159  0.01
C1 13.720 15.665 3.111  -0.73
O2 12.972 16.619 3.240  0.00
C2 12.903 14.393 2.867  -0.05
C3 11.502 14.365 2.817  0.08
C4 10.883 13.131 2.735  -0.11
N1 11.572 11.981 2.952  0.12
C5 12.947 12.020 2.936  -0.14
C6 13.581 13.199 2.849  0.05
C7 13.520 10.674 3.046  -0.17
C8 14.875 10.327 2.853  0.01
C9 15.292 9.004 2.892  -0.02
C10 14.283 8.004 3.149  -0.02
C11 12.982 8.415 3.300  -0.08
N2 12.621 9.711 3.183  0.12
C12 9.370 12.913 2.873  -0.15
C13 8.407 13.886 2.979  0.02
C14 7.067 13.524 3.181  -0.05
C15 6.728 12.210 3.220  -0.03
C16 7.785 11.261 3.118  -0.03
N3 9.092 11.608 3.052  0.11
H1 10.987 15.317 2.876  0.13
H2 14.660 13.291 2.845  0.13
H3 15.649 11.152 2.738  0.14
H4 16.321 8.741 2.692  0.11
H5 14.581 6.962 3.203  0.11
H6 12.178 7.722 3.494  0.06
H7 8.709 14.900 2.810  0.12
H8 6.261 14.250 3.109  0.12
H9 5.693 11.953 3.422  0.11
H10 7.614 10.229 3.232  0.10
Cl1 10.106 6.040 3.372  0.59
C17 8.925 7.380 3.101  -0.41
C18 9.690 8.739 3.078  -0.65
O3 10.080 9.231 4.171  0.04
O4 9.918 9.416 2.035  0.04
H11 8.284 7.328 3.909  0.05
H12 8.449 7.087 2.174  0.08

=====

[5]
Here is a molecular structure, C18H12BrF3N8O3Pd from OMol25. Energies are from ωB97M-V/def2-TZVPD.

## Properties
Net charge ... -2
ΔE to the lowest compared entry with this formula, charge and spin ... 1.0851 eV

Last column: Löwdin charge in e.
Element x y z (Å)
Pd1 -1.235 1.463 -1.462  0.49
Br1 -1.172 -5.676 3.274  0.64
C1 0.132 -4.283 3.338  -0.71
C2 0.414 -3.662 4.544  -0.16
C3 1.374 -2.666 4.592  -0.06
C4 2.074 -2.259 3.445  -0.37
C5 1.734 -2.884 2.231  -0.05
C6 0.784 -3.892 2.180  -0.13
N1 3.148 -1.398 3.604  0.00
N2 3.618 -0.747 2.582  0.01
C7 2.928 -0.364 1.498  -0.29
C8 3.787 0.104 0.450  -0.05
C9 3.366 0.422 -0.791  -0.04
C10 1.958 0.372 -1.161  -0.38
O1 1.567 0.737 -2.258  0.00
C11 1.020 -0.108 -0.077  -0.14
N3 -0.274 -0.218 -0.412  0.02
C12 -1.163 -0.509 0.532  -0.14
C13 -0.812 -0.585 1.878  -0.05
C14 0.515 -0.512 2.225  -0.04
C15 1.490 -0.358 1.227  -0.12
H1 -0.109 -3.961 5.443  0.09
H2 1.605 -2.171 5.528  0.10
H3 2.230 -2.571 1.321  0.11
H4 0.537 -4.358 1.235  0.10
H5 4.840 0.147 0.708  0.10
H6 4.055 0.756 -1.557  0.09
H7 -2.178 -0.675 0.192  0.10
H8 -1.576 -0.717 2.634  0.10
H9 0.805 -0.558 3.265  0.11
F1 -5.619 -0.066 -4.424  0.10
C16 -4.840 1.044 -4.439  -0.54
F2 -5.676 2.090 -4.235  0.10
F3 -4.403 1.165 -5.706  0.10
C17 -3.716 0.977 -3.358  -0.67
O2 -2.559 1.041 -3.793  -0.04
O3 -4.164 0.877 -2.206  -0.03
N4 0.530 4.177 -3.866  0.10
N5 -0.192 4.052 -2.668  -0.35
N6 -1.488 3.912 -2.669  0.08
C18 -1.704 3.531 -1.375  -0.38
N7 -0.516 3.545 -0.660  -0.06
N8 0.434 3.867 -1.546  0.00
H10 -0.129 3.841 -4.566  0.08
H11 1.255 3.465 -3.787  0.08
H12 -2.674 3.611 -0.910  0.08

=====

[6]
Here is a molecular structure, C18H12Cl16FNS from OMol25. Energies are from ωB97M-V/def2-TZVPD.

## Properties
Net charge ... 0

Last column: Löwdin charge in e.
Element x y z (Å)
F1 8.703 -2.149 1.618  -0.16
C1 7.235 -1.827 1.461  -0.13
C2 7.034 -0.261 1.901  -0.17
C3 5.503 0.157 2.311  -0.15
C4 4.923 1.718 2.158  -0.02
C5 3.375 2.152 2.590  -0.02
C6 2.317 0.999 3.157  -0.15
C7 2.926 -0.555 3.267  -0.38
C8 4.461 -0.979 2.869  -0.03
S1 1.643 -1.839 3.868  0.77
C9 0.073 -1.279 2.932  -0.39
C10 -0.957 -2.353 2.241  -0.06
C11 -2.252 -1.695 1.415  -0.06
C12 -2.423 -0.039 1.324  -0.12
C13 -1.385 1.030 2.054  -0.01
C14 -0.113 0.383 2.866  -0.16
N1 0.884 1.289 3.551  -0.02
H1 6.673 -2.609 2.126  0.11
H2 6.906 -1.985 0.345  0.13
H3 7.706 -0.087 2.872  0.13
H4 7.406 0.478 1.041  0.13
H5 5.610 2.595 1.746  0.09
H6 2.997 3.275 2.479  0.09
H7 4.739 -2.131 3.012  0.10
H8 -0.781 -3.530 2.325  0.10
H9 -2.992 -2.443 0.883  0.08
H10 -3.316 0.466 0.715  -0.11
H11 -1.496 2.203 2.006  0.09
H12 0.632 2.298 3.463  0.12
C15 -4.716 1.730 -2.111  -1.95
Cl1 -5.641 3.241 -1.917  0.49
Cl2 -5.844 0.367 -2.319  0.52
Cl3 -3.666 1.856 -3.544  0.52
Cl4 -3.715 1.458 -0.662  0.63
C16 -4.244 -3.029 -4.497  -1.98
Cl5 -3.593 -2.545 -2.911  0.50
Cl6 -6.024 -3.035 -4.431  0.52
Cl7 -3.699 -1.876 -5.741  0.47
Cl8 -3.659 -4.662 -4.905  0.51
C17 -6.524 6.136 0.684  -2.01
Cl9 -6.378 4.910 1.969  0.51
Cl10 -7.622 5.538 -0.585  0.49
Cl11 -7.178 7.643 1.373  0.51
Cl12 -4.919 6.453 -0.021  0.50
C18 0.278 -3.494 -6.996  -1.99
Cl13 0.186 -4.649 -8.350  0.51
Cl14 -1.369 -3.032 -6.497  0.44
Cl15 1.123 -4.253 -5.624  0.51
Cl16 1.170 -2.042 -7.514  0.51

=====

Per-record max |F|, eV/Å: 2.6; 1.3; 5.2; 2.8; 0.8; 5.0
Per-record energy, Ha: -16074.39103; -1882.04479; -1150.91572; -1633.45405; -4358.34378; -8608.25932